A | Computed, not measured: the molecule C6H13N, with ωB97M-V/def2-TZVPD.

The geometry in ORCA input format:
```
! RIJCOSX wB97M-V def2-TZVPD def2/J DEFGRID3
* xyz 0 1
N 0.224 0.606 0.394
C -0.339 -0.309 -0.556
C 0.055 -1.731 -2.553
C 0.687 -0.708 -1.620
C -0.495 2.287 2.077
C 0.709 -0.104 1.542
C -0.464 0.830 1.647
H -0.767 -1.285 -3.126
H 1.715 0.137 1.899
H -1.222 0.174 -1.016
H 0.407 2.809 1.741
H -0.598 2.412 3.158
H -1.353 2.788 1.604
H 1.098 0.132 -2.205
H 0.777 -2.141 -3.264
H -0.571 -1.300 0.080
H 1.538 -1.147 -1.084
H 0.355 -1.179 1.415
H -1.396 0.286 1.831
H -0.362 -2.556 -1.966
*
```

- Orbital gap: 10.4284 eV
- Molar mass: 99.18 g mol⁻¹
- E_HOMO: -0.33730 Ha


B | Computed, not measured: the molecule C6H13N, with ωB97M-V/def2-TZVPD.

The geometry in ORCA input format:
```
! RIJCOSX wB97M-V def2-TZVPD def2/J DEFGRID3
* xyz 0 1
N -0.100 1.292 2.514
C 0.543 -0.914 -1.783
C 0.111 0.111 -1.057
C -0.577 0.629 1.292
C -1.225 -0.716 1.694
C 0.783 -0.855 -3.267
C 0.583 0.433 0.350
H -1.102 -1.455 0.903
H 1.828 -1.079 -3.486
H -0.337 0.930 -1.618
H 0.590 0.155 -3.626
H 1.102 -1.689 -1.261
H -0.781 1.727 3.111
H -0.653 -1.099 2.542
H 1.219 1.305 0.224
H -2.266 -0.599 1.983
H 0.734 1.850 2.416
H -1.417 1.219 0.910
H 0.199 -1.552 -3.875
H 1.262 -0.383 0.614
*
```

- Orbital gap: 9.9599 eV
- Molar mass: 99.18 g mol⁻¹
- E_HOMO: -0.32131 Ha


C | Computed, not measured: the molecule C6H13N, with ωB97M-V/def2-TZVPD.

The geometry in ORCA input format:
```
! RIJCOSX wB97M-V def2-TZVPD def2/J DEFGRID3
* xyz 0 1
N -0.842 -0.627 -0.371
C -0.382 0.693 1.164
C 0.398 0.106 0.033
C -1.115 1.937 0.747
C 0.934 0.972 -1.111
C -0.907 -2.072 -0.211
C 1.508 -0.819 0.532
H -0.360 2.729 0.893
H 1.170 -1.414 1.383
H -1.904 -2.395 -0.527
H -0.730 -2.431 0.810
H 1.649 1.709 -0.722
H -0.182 -2.541 -0.881
H -1.676 -0.211 0.038
H -1.960 2.180 1.397
H 2.345 -0.203 0.875
H 1.463 0.352 -1.844
H 1.885 -1.479 -0.258
H 0.139 1.501 -1.640
H -1.429 2.016 -0.306
*
```

- Orbital gap: 9.0125 eV
- Molar mass: 99.18 g mol⁻¹
- E_HOMO: -0.29645 Ha


Which structure is most stable, and how do the rest compare? From most to least stable: B, A, C.


A | Computed, not measured: the molecule C6H13N, with ωB97M-V/def2-TZVPD.

The geometry in ORCA input format:
```
! RIJCOSX wB97M-V def2-TZVPD def2/J DEFGRID3
* xyz 0 1
N 0.372 -0.160 -2.001
C -1.239 1.695 -1.544
C -0.012 0.828 -1.002
C 0.791 -0.013 1.398
C 1.129 -1.446 1.250
C -0.385 0.378 0.421
C 0.700 -2.310 2.199
H 0.415 0.177 2.405
H -0.164 -2.050 2.798
H 0.431 0.371 -2.861
H -0.312 -0.883 -2.181
H 0.745 1.587 -0.803
H -0.971 1.189 0.870
H -2.142 1.072 -1.549
H 1.346 -1.861 0.272
H -1.454 2.557 -0.919
H 1.207 -3.264 2.336
H -1.154 -0.415 0.351
H 1.616 0.647 1.129
H -0.921 1.900 -2.572
*
```

- Orbital gap: 9.7553 eV
- Molar mass: 99.18 g mol⁻¹
- E_HOMO: -0.31789 Ha


B | Computed, not measured: a structure of composition C6H13N, with ωB97M-V/def2-TZVPD.

The geometry in ORCA input format:
```
! RIJCOSX wB97M-V def2-TZVPD def2/J DEFGRID3
* xyz 0 1
N -2.954 -0.734 1.691
C 1.200 1.296 -1.322
C 1.372 -0.300 -0.968
C 1.380 2.120 -0.099
C -1.993 -1.246 0.815
C 0.356 -0.919 -0.112
C -0.833 -0.506 0.408
H -3.868 -0.622 1.324
H -3.068 -1.262 2.560
H 1.196 -0.725 -1.941
H 0.699 -2.038 0.202
H -2.120 -2.191 0.370
H 1.933 1.552 -2.096
H 0.366 2.366 0.320
H 0.978 -2.785 0.263
H 1.784 3.077 -0.307
H -1.112 0.527 0.738
H 0.243 1.369 -1.724
H 2.411 -0.570 -0.752
H 2.029 1.593 0.630
*
```

- Orbital gap: 5.4143 eV
- Molar mass: 99.18 g mol⁻¹
- E_HOMO: -0.23519 Ha


Which structure is most stable, and how do the rest compare? From most to least stable: A, B.


A | Computed, not measured: the molecule C6H13N, with ωB97M-V/def2-TZVPD.

The geometry in ORCA input format:
```
! RIJCOSX wB97M-V def2-TZVPD def2/J DEFGRID3
* xyz 0 1
N -0.786 -0.474 -0.470
C 1.146 0.976 -1.194
C 1.607 -0.854 0.461
C -0.636 0.421 0.660
C -1.164 -1.854 -0.235
C -1.323 1.763 0.607
C 0.548 0.032 -0.163
H 1.615 1.842 -0.713
H -2.383 1.664 0.867
H -0.653 -0.055 1.646
H -2.258 -1.915 -0.250
H 2.404 -0.231 0.887
H 1.928 0.449 -1.751
H -0.869 2.468 1.314
H -0.820 -2.280 0.722
H -0.785 -2.481 -1.049
H 0.402 1.331 -1.910
H 1.222 -1.489 1.265
H -1.262 2.187 -0.399
H 2.066 -1.500 -0.297
*
```

- Orbital gap: 9.8566 eV
- Molar mass: 99.18 g mol⁻¹
- E_HOMO: -0.32199 Ha


B | Computed, not measured: the molecule C6H13N, with ωB97M-V/def2-TZVPD.

The geometry in ORCA input format:
```
! RIJCOSX wB97M-V def2-TZVPD def2/J DEFGRID3
* xyz 0 1
N -1.193 0.906 -0.806
C 2.853 0.330 0.887
C 0.870 -0.234 -0.744
C -0.636 -0.219 -0.613
C -1.286 -1.480 -0.071
C -2.597 1.099 -0.534
C 1.348 0.260 0.631
H 3.421 -0.356 0.251
H 3.084 0.084 1.929
H -3.085 0.296 0.035
H -1.999 -1.897 -0.790
H -3.119 1.219 -1.489
H -0.530 -2.243 0.138
H 1.168 0.462 -1.534
H 3.222 1.343 0.702
H -1.832 -1.288 0.859
H -2.719 2.038 0.019
H 1.258 -1.231 -0.993
H 0.916 1.260 0.726
H 0.856 -0.351 1.399
*
```

- Orbital gap: 10.2749 eV
- Molar mass: 99.18 g mol⁻¹
- E_HOMO: -0.33840 Ha


C | Computed, not measured: the molecule C6H13N, with ωB97M-V/def2-TZVPD.

The geometry in ORCA input format:
```
! RIJCOSX wB97M-V def2-TZVPD def2/J DEFGRID3
* xyz 0 1
N -3.381 0.546 -0.430
C 1.599 -0.154 0.225
C 0.391 0.116 -0.666
C 2.174 0.797 0.957
C -1.969 0.949 -0.404
C -0.930 -0.120 0.078
C 2.181 -1.544 0.176
H -1.877 1.733 0.347
H -1.753 1.266 -1.423
H -3.728 0.487 0.522
H 3.007 0.655 1.628
H 1.558 -2.135 -0.499
H 0.500 -0.513 -1.553
H -0.641 0.061 1.114
H 1.840 1.821 0.799
H 3.181 -1.652 -0.255
H 2.329 -2.013 1.140
H -3.504 -0.391 -0.808
H -1.451 -1.074 0.003
H 0.474 1.164 -0.950
*
```

- Orbital gap: 10.1065 eV
- Molar mass: 99.18 g mol⁻¹
- E_HOMO: -0.33161 Ha


D | Computed, not measured: the molecule C6H13N, with ωB97M-V/def2-TZVPD.

The geometry in ORCA input format:
```
! RIJCOSX wB97M-V def2-TZVPD def2/J DEFGRID3
* xyz 0 1
N 0.077 0.276 1.371
C 0.770 1.941 -0.375
C -1.198 0.511 2.018
C -0.383 -2.444 -1.784
C 0.110 -1.855 -0.703
C 0.100 0.592 -0.078
C 0.847 -0.551 -0.763
H 1.033 -0.264 -1.791
H 0.811 0.803 1.820
H 0.080 2.609 -0.891
H -1.584 1.537 2.124
H -0.924 0.636 -0.444
H 1.827 -0.652 -0.335
H 1.037 2.505 0.518
H -0.944 -3.365 -1.853
H 0.161 -2.372 0.249
H -0.421 -1.877 -2.712
H 1.726 1.867 -0.893
H -1.162 0.149 3.027
H -1.964 -0.045 1.494
*
```

- Orbital gap: 9.8161 eV
- Molar mass: 99.18 g mol⁻¹
- E_HOMO: -0.31872 Ha


Which structure is most stable, and how do the rest compare? From most to least stable: B, A, C, D.


A | Computed, not measured: a cluster of 13 separate species, H26O13 in total, with ωB97M-V/def2-TZVPD.

The geometry in ORCA input format:
```
! RIJCOSX wB97M-V def2-TZVPD def2/J DEFGRID3
* xyz 0 1
O 4.064 -17.664 -2.133
O 2.437 -15.927 0.804
O 5.877 -23.048 -0.070
O 5.826 -15.726 -1.024
O 7.629 -20.663 -0.426
O 2.415 -19.257 2.145
O 5.028 -18.361 3.129
O 4.295 -21.077 -2.140
O 8.341 -19.060 1.892
O 6.629 -21.301 2.982
O 1.574 -18.647 -0.657
O 3.837 -21.099 3.682
O 5.226 -19.411 0.403
H 1.352 -18.910 -1.561
H 4.248 -18.193 -2.924
H 5.359 -16.394 -1.567
H 3.431 -21.154 4.555
H 7.082 -20.443 2.921
H 4.698 -18.741 -0.055
H 4.840 -19.493 1.295
H 5.086 -18.239 4.083
H 7.699 -20.863 -1.368
H 3.192 -20.640 3.125
H 6.131 -22.196 0.327
H 5.723 -14.893 -1.496
H 2.602 -15.372 0.032
H 8.261 -19.567 1.060
H 4.069 -18.474 2.965
H 3.122 -17.776 -1.953
H 4.593 -20.838 -1.244
H 5.683 -21.074 3.097
H 3.592 -21.720 -1.998
H 9.277 -18.846 1.956
H 6.840 -20.081 -0.366
H 0.778 -18.192 -0.334
H 1.585 -19.293 2.639
H 2.544 -16.830 0.487
H 2.154 -19.130 1.217
H 5.003 -23.246 0.282
*
```

- Orbital gap: 9.0025 eV
- Molar mass: 234.20 g mol⁻¹
- E_HOMO: -0.35937 Ha


B | Computed, not measured: a cluster of 13 separate species, H26O13 in total, with ωB97M-V/def2-TZVPD.

The geometry in ORCA input format:
```
! RIJCOSX wB97M-V def2-TZVPD def2/J DEFGRID3
* xyz 0 1
O 1.140 2.818 -2.461
O 0.546 -3.215 -0.645
O 0.817 -1.144 3.139
O 0.918 -0.487 -0.047
O -0.639 -0.223 -2.642
O 0.245 1.627 2.541
O -0.371 2.740 -0.086
O 3.863 -0.992 -1.730
O -2.261 -1.427 -0.708
O -2.572 1.769 -1.580
O -1.727 -3.364 1.418
O -1.437 -0.396 1.557
O 2.477 1.536 0.930
H -2.901 2.668 -1.506
H -0.518 1.016 2.503
H -0.027 2.161 0.626
H 0.865 2.390 -3.278
H 0.014 2.269 3.226
H -0.994 -3.246 0.790
H -1.720 1.779 -1.100
H 1.138 -0.232 3.215
H 1.306 -3.676 -0.273
H 0.357 -0.621 0.748
H 1.898 1.701 1.690
H 0.062 0.046 -3.248
H 3.519 -0.865 -0.837
H 0.347 -0.007 -0.669
H -3.007 -0.999 -1.148
H -0.506 3.594 0.335
H 0.828 -2.282 -0.709
H 3.944 -0.100 -2.085
H -1.566 -1.466 -1.385
H -1.195 -1.170 2.092
H 0.508 2.509 -1.784
H 0.690 -1.438 4.048
H -2.046 -0.748 0.873
H -1.461 0.033 -3.082
H 1.974 0.879 0.409
H -2.508 -3.435 0.862
*
```

- Orbital gap: 10.3996 eV
- Molar mass: 234.20 g mol⁻¹
- E_HOMO: -0.38518 Ha


Which structure is most stable, and how do the rest compare? From most to least stable: B, A.